No. 1
{"formula": "C4H8O3", "method": "wB97M-V/def2-TZVPD", "smiles": "O=C(O)CCCO", "homo_ha": -0.3636, "gap_ev": 10.5, "species": ["O", "O", "O", "C", "C", "C", "C", "H", "H", "H", "H", "H", "H", "H", "H"], "coordinates": [[1.11, 2.11, 0.87], [-1.10, -2.01, -1.21], [-0.53, 1.93, 2.24], [0.43, -0.13, -0.47], [-0.49, 0.17, 0.67], [0.27, -1.63, -1.00], [0.04, 1.51, 1.25], [1.61, 0.11, -0.18], [0.69, -1.81, -1.98], [0.23, 0.61, -1.32], [-1.52, 0.46, 0.34], [-1.66, -1.48, -1.68], [0.61, -2.26, -0.12], [1.20, 2.95, 1.21], [-0.88, -0.52, 1.39]], "nbo_charge": [-0.66, -0.75, -0.63, -0.44, -0.53, -0.06, 0.79, 0.23, 0.18, 0.21, 0.24, 0.47, 0.18, 0.50, 0.27]}


No. 2
{"formula": "C4H8O3", "method": "wB97M-V/def2-TZVPD", "smiles": "C[C@H](O)CC(=O)O", "homo_ha": -0.3762, "gap_ev": 10.9, "species": ["O", "O", "O", "C", "C", "C", "C", "H", "H", "H", "H", "H", "H", "H", "H"], "coordinates": [[1.24, -0.52, -1.87], [0.84, 0.05, 1.82], [0.60, 1.49, -2.56], [0.10, -0.29, 0.67], [-1.33, -0.65, 1.10], [0.64, 0.67, -1.68], [0.09, 0.90, -0.29], [-0.92, 1.26, -0.44], [-1.73, 0.17, 1.70], [1.20, -0.67, -2.84], [-2.02, -0.83, 0.28], [0.64, 1.73, 0.15], [0.50, -1.15, 0.14], [-1.29, -1.52, 1.74], [1.45, -0.64, 2.08]], "nbo_charge": [-0.70, -0.73, -0.59, 0.08, -0.62, 0.80, -0.55, 0.24, 0.21, 0.50, 0.21, 0.27, 0.19, 0.21, 0.48]}


No. 3
{"formula": "C4H8O3", "method": "wB97M-V/def2-TZVPD", "homo_ha": [-0.3343, -0.3615], "gap_ev": [7.6, 9.0], "species": ["O", "O", "O", "C", "C", "C", "C", "H", "H", "H", "H", "H", "H", "H", "H"], "coordinates": [[-1.45, 0.37, 0.54], [2.90, 0.88, 0.73], [-0.23, -0.24, -1.37], [2.00, 0.35, -0.21], [-0.45, -0.36, -0.11], [-2.72, 0.17, -0.06], [0.88, -0.29, 0.52], [-3.42, 0.83, 0.46], [-2.70, 0.42, -1.13], [-0.60, -1.47, 0.17], [1.55, 1.13, -0.84], [2.48, -0.35, -0.91], [3.69, 0.33, 0.77], [-3.05, -0.87, 0.06], [1.13, -0.91, 1.39]], "nbo_charge": [-0.53, -0.70, -0.54, -0.17, 0.27, -0.26, 0.10, 0.20, 0.19, 0.19, 0.23, 0.21, 0.47, 0.16, 0.19]}


No. 4
{"formula": "C4H8O3", "method": "wB97M-V/def2-TZVPD", "smiles": "COC(=O)[C@@H](C)O", "homo_ha": -0.3758, "gap_ev": 11.1, "species": ["O", "O", "O", "C", "C", "C", "C", "H", "H", "H", "H", "H", "H", "H", "H"], "coordinates": [[0.45, 2.10, 0.35], [-1.55, -0.33, -0.16], [0.39, -0.45, -1.31], [-0.25, -0.08, -0.35], [1.89, 0.24, 0.99], [-2.18, -1.07, -1.21], [0.34, 0.76, 0.77], [2.45, 0.75, 1.81], [1.72, -0.78, 1.28], [2.55, 0.22, 0.10], [-1.72, -2.06, -1.30], [1.39, 1.73, 0.38], [-3.23, -1.15, -0.91], [-0.17, 0.65, 1.72], [-2.08, -0.54, -2.16]], "nbo_charge": [-0.69, -0.49, -0.59, 0.76, -0.72, -0.27, 0.00, 0.23, 0.24, 0.25, 0.19, 0.50, 0.20, 0.19, 0.20]}


No. 5
{"formula": "C4H8O3", "method": "wB97M-V/def2-TZVPD", "smiles": "C1COCOCO1", "homo_ha": -0.3581, "gap_ev": 10.7, "species": ["O", "O", "O", "C", "C", "C", "C", "H", "H", "H", "H", "H", "H", "H", "H"], "coordinates": [[1.16, 0.46, 0.77], [0.72, -0.77, -1.15], [-1.22, 0.89, 0.34], [1.38, 0.41, -0.62], [-0.16, 0.90, 1.26], [-0.26, -1.36, -0.43], [-1.52, -0.50, -0.22], [-0.62, -2.21, -1.05], [1.09, 1.34, -1.13], [-0.04, 1.90, 1.63], [-0.67, 0.31, 2.02], [2.47, 0.41, -0.94], [0.09, -1.66, 0.55], [-2.22, -1.03, 0.42], [-1.99, -0.39, -1.13]], "nbo_charge": [-0.56, -0.55, -0.55, 0.23, 0.22, -0.09, -0.10, 0.20, 0.15, 0.17, 0.16, 0.18, 0.17, 0.18, 0.19]}


No. 6
{"formula": "C4H8O3", "method": "wB97M-V/def2-TZVPD", "smiles": "C=C(OC)OOC", "homo_ha": -0.3126, "gap_ev": 9.4, "species": ["O", "O", "O", "C", "C", "C", "C", "H", "H", "H", "H", "H", "H", "H", "H"], "coordinates": [[-1.51, 0.03, -0.32], [1.69, -0.07, 0.36], [-0.25, -0.48, -0.85], [-2.28, 0.66, -1.32], [2.29, 0.44, -0.82], [0.48, -0.67, 0.30], [-0.03, -1.31, 1.35], [1.62, 1.12, -1.36], [-1.01, -1.77, 1.25], [-1.74, 1.44, -1.86], [3.17, 0.99, -0.48], [2.61, -0.37, -1.49], [0.44, -1.26, 2.32], [-3.05, 1.14, -0.70], [-2.76, -0.05, -2.00]], "nbo_charge": [-0.27, -0.51, -0.29, -0.26, -0.25, 0.56, -0.53, 0.18, 0.22, 0.18, 0.20, 0.18, 0.22, 0.21, 0.18]}


No. 7
{"formula": "C4H8O3", "method": "wB97M-V/def2-TZVPD", "smiles": "O=CCCC=O.O", "homo_ha": -0.3744, "gap_ev": 10.8, "species": ["O", "O", "O", "C", "C", "C", "C", "H", "H", "H", "H", "H", "H", "H", "H"], "coordinates": [[-1.14, -0.99, 3.53], [-0.88, 1.33, -0.91], [0.33, 0.56, -4.26], [-0.52, -1.15, 2.51], [0.18, 0.84, -0.59], [0.01, 0.01, 1.72], [0.24, -0.42, 0.21], [1.17, 1.29, -0.78], [0.23, 1.52, -4.18], [-0.35, -2.18, 2.17], [1.19, -0.94, 0.13], [-0.58, -1.11, 0.02], [-0.14, 0.17, -3.53], [0.97, 0.26, 2.19], [-0.71, 0.81, 1.77]], "nbo_charge": [-0.50, -0.52, -0.94, 0.44, 0.44, -0.50, -0.51, 0.12, 0.47, 0.11, 0.22, 0.23, 0.47, 0.24, 0.25]}


No. 8
{"formula": "C4H8O3", "method": "wB97M-V/def2-TZVPD", "smiles": "CO[C@H](O)C(C)=O", "homo_ha": -0.3795, "gap_ev": 11.2, "species": ["O", "O", "O", "C", "C", "C", "C", "H", "H", "H", "H", "H", "H", "H", "H"], "coordinates": [[-1.61, -0.20, 1.09], [-0.65, 2.20, 0.81], [-0.20, -0.69, -0.71], [-0.33, -0.13, 0.57], [1.42, 1.63, -0.23], [-0.53, -2.06, -0.74], [0.10, 1.33, 0.42], [0.05, -2.62, 0.01], [1.22, 1.98, -1.25], [0.36, -0.66, 1.26], [-1.95, 0.71, 1.05], [-1.60, -2.22, -0.54], [-0.27, -2.44, -1.73], [2.05, 0.74, -0.30], [1.93, 2.43, 0.30]], "nbo_charge": [-0.71, -0.54, -0.54, 0.27, -0.72, -0.26, 0.58, 0.17, 0.26, 0.15, 0.49, 0.19, 0.19, 0.23, 0.24]}


These records have relative energy (zero: lowest compared OMol25 entry of this formula, charge and spin) values of 54.7 15.4 124.1 59.5 74.2 123.6 44.7 31.3 kcal/mol, in the order they appear.
These records have electronic energy values of -382.87768 -382.94031 -382.76699 -382.86997 -382.84662 -382.76792 -382.89351 -382.91500 Ha, in the order they appear.